{"formula": "C50H46N4O4S3Sn", "method": "ωB97M-V with the def2-TZVPD basis set", "charge": 2, "orbital_gap_ev": 7.2, "multiplicity": 1, "e_tot_ha": -3861.36653, "lumo_energy_ev": -5.15, "relative_energy_kj_mol": 202.4, "elements": ["Sn", "O", "C", "C", "C", "C", "N", "C", "C", "C", "C", "C", "C", "O", "C", "C", "N", "H", "H", "H", "H", "H", "H", "H", "H", "H", "H", "H", "H", "C", "C", "C", "C", "C", "C", "C", "S", "O", "C", "C", "C", "C", "C", "C", "C", "C", "C", "C", "C", "C", "C", "C", "C", "C", "C", "C", "C", "C", "S", "O", "C", "C", "C", "C", "C", "C", "C", "H", "H", "H", "H", "H", "H", "H", "H", "H", "H", "H", "H", "H", "H", "H", "H", "H", "H", "H", "H", "H", "H", "H", "H", "H", "H", "C", "N", "C", "C", "N", "C", "S", "H", "H", "H", "H", "H", "H", "H", "H"], "positions_angstrom": [[-0.419, -0.504, 0.225], [-5.410, 2.075, 4.796], [-4.375, 2.928, 4.366], [-3.543, 2.218, 3.337], [-2.440, 2.832, 2.754], [-1.685, 2.112, 1.852], [-1.956, 0.845, 1.536], [-3.018, 0.242, 2.083], [-3.841, 0.909, 2.975], [-3.244, -1.168, 1.680], [-4.265, -1.946, 2.194], [-4.447, -3.251, 1.748], [-5.549, -4.093, 2.350], [-5.276, -4.372, 3.709], [-3.566, -3.753, 0.800], [-2.547, -2.937, 0.347], [-2.395, -1.678, 0.765], [-5.947, 2.521, 5.457], [-3.715, 3.207, 5.196], [-4.772, 3.854, 3.935], [-2.162, 3.847, 3.006], [-0.819, 2.549, 1.364], [-4.705, 0.438, 3.417], [-4.925, -1.560, 2.959], [-5.698, -5.000, 1.761], [-6.479, -3.524, 2.343], [-4.696, -5.137, 3.782], [-3.660, -4.761, 0.420], [-1.813, -3.289, -0.371], [4.100, -5.439, -6.127], [3.516, -4.404, -5.207], [2.146, -4.140, -5.193], [1.599, -3.232, -4.303], [2.437, -2.584, -3.409], [3.809, -2.807, -3.420], [4.341, -3.713, -4.321], [1.859, -1.414, -2.199], [0.724, -2.050, -1.412], [1.099, -0.186, -3.255], [-0.249, -0.280, -3.639], [-0.802, 0.726, -4.379], [-0.059, 1.886, -4.704], [-0.632, 2.961, -5.427], [0.078, 4.105, -5.649], [1.397, 4.236, -5.163], [1.994, 3.206, -4.496], [1.285, 2.002, -4.260], [1.869, 0.919, -3.549], [3.292, 0.994, -3.076], [4.331, 0.616, -3.972], [4.052, 0.171, -5.291], [5.060, -0.288, -6.089], [6.391, -0.308, -5.619], [6.694, 0.149, -4.370], [5.673, 0.618, -3.507], [5.948, 1.056, -2.193], [4.945, 1.395, -1.333], [3.611, 1.339, -1.769], [2.238, 1.507, -0.633], [2.750, 1.240, 0.763], [1.866, 3.237, -0.838], [2.808, 4.253, -0.809], [2.406, 5.548, -1.088], [1.083, 5.843, -1.419], [0.669, 7.237, -1.793], [0.149, 4.807, -1.422], [0.534, 3.510, -1.132], [3.356, -5.825, -6.822], [4.489, -6.273, -5.541], [4.932, -5.031, -6.702], [1.495, -4.653, -5.890], [0.533, -3.041, -4.300], [4.447, -2.274, -2.724], [5.409, -3.891, -4.331], [-0.827, -1.148, -3.345], [-1.828, 0.651, -4.720], [-1.646, 2.859, -5.795], [-0.368, 4.919, -6.207], [1.937, 5.159, -5.332], [3.006, 3.302, -4.122], [3.030, 0.191, -5.645], [4.839, -0.637, -7.089], [7.174, -0.684, -6.265], [7.720, 0.156, -4.023], [6.980, 1.106, -1.864], [5.154, 1.698, -0.314], [3.844, 4.037, -0.577], [3.137, 6.348, -1.060], [1.428, 7.968, -1.522], [-0.270, 7.513, -1.314], [0.513, 7.298, -2.873], [-0.887, 5.018, -1.664], [-0.187, 2.698, -1.151], [2.112, -3.205, 4.352], [2.574, -2.076, 3.565], [3.917, -1.501, 3.717], [3.931, -0.361, 2.680], [2.553, -0.375, 2.182], [1.847, -1.377, 2.707], [0.197, -1.741, 2.389], [2.974, -3.786, 4.671], [1.460, -3.832, 3.749], [1.560, -2.875, 5.234], [4.671, -2.259, 3.512], [4.055, -1.140, 4.736], [4.628, -0.560, 1.868], [4.167, 0.601, 3.125], [2.208, 0.275, 1.487]], "lowdin_charge": [1.190, -0.042, -0.197, -0.143, 0.021, -0.102, -0.055, -0.196, 0.078, -0.192, 0.076, -0.143, -0.196, -0.024, 0.028, -0.099, -0.070, 0.109, 0.142, 0.141, 0.133, 0.107, 0.118, 0.134, 0.129, 0.135, 0.102, 0.130, 0.123, -0.033, -0.248, -0.015, -0.048, -0.367, -0.077, -0.023, 1.004, -0.677, -0.328, -0.073, 0.001, -0.146, -0.018, -0.054, -0.051, -0.005, -0.110, -0.172, -0.172, -0.111, -0.006, -0.049, -0.053, -0.017, -0.150, 0.000, -0.054, -0.309, 0.986, -0.469, -0.362, -0.041, -0.012, -0.251, -0.031, -0.025, -0.097, 0.081, 0.093, 0.088, 0.121, 0.114, 0.114, 0.126, 0.108, 0.124, 0.120, 0.113, 0.114, 0.125, 0.124, 0.115, 0.114, 0.121, 0.126, 0.116, 0.120, 0.124, 0.084, 0.088, 0.090, 0.124, 0.094, -0.038, -0.149, -0.075, -0.093, 0.011, -0.709, 0.673, 0.098, 0.072, 0.100, 0.129, 0.131, 0.122, 0.127, -0.054]}



{"formula": "C2H4IN2O", "method": "ωB97M-V with the def2-TZVPD basis set", "charge": 1, "orbital_gap_ev": 8.5, "multiplicity": 1, "e_tot_ha": -560.73994, "lumo_energy_ev": -5.40, "relative_energy_kj_mol": 0.0, "smiles": "[NH2+]=C/N=C/OI", "elements": ["N", "C", "N", "C", "O", "I", "H", "H", "H", "H"], "positions_angstrom": [[1.510, -0.304, -0.156], [0.390, 0.151, 0.385], [-0.803, 0.122, -0.002], [-2.013, 0.393, -0.073], [-3.073, -0.400, 0.292], [-5.026, 0.011, -0.110], [2.405, -0.170, 0.348], [1.582, -0.694, -1.099], [0.558, 0.637, 1.395], [-2.169, 1.300, -0.614]], "lowdin_charge": [0.174, -0.170, 0.169, -0.222, -0.608, 1.035, 0.150, 0.146, 0.188, 0.138]}



{"formula": "C2H4BrI", "method": "ωB97M-V with the def2-TZVPD basis set", "charge": 0, "orbital_gap_ev": [7.9, 7.9], "multiplicity": 1, "e_tot_ha": -2950.13654, "lumo_energy_ev": [-0.32, -0.14], "relative_energy_kj_mol": 460.3, "elements": ["C", "C", "Br", "I", "H", "H", "H", "H"], "positions_angstrom": [[1.022, 0.085, 1.887], [-0.033, -2.021, -1.329], [-0.163, -0.703, 0.896], [1.615, -2.175, -2.569], [1.331, -0.389, 2.775], [1.124, 1.159, 1.884], [-0.966, -1.678, -1.946], [-0.311, -2.871, -0.685]], "lowdin_charge": [-0.586, -0.866, 0.861, 0.692, -0.033, -0.011, -0.001, -0.057]}